[1]
{"formula": "C15H23NO8PRuTe", "method": "the ωB97M-V functional and the def2-TZVPD basis", "total_charge": 0, "total_energy_ev": -52965.2816, "homo_lumo_gap_ev": [8.07, 7.17], "homo_ha": [-0.2966, -0.2994], "multiplicity": 2, "mol_weight_g_mol": 604.99, "de_lowest_kj_mol": 64.98, "species": ["C", "H", "O", "C", "H", "H", "H", "C", "O", "H", "O", "C", "H", "Te", "C", "H", "C", "H", "H", "C", "H", "C", "H", "H", "O", "O", "N", "H", "H", "C", "H", "H", "Ru", "H", "H", "C", "C", "O", "H", "C", "C", "C", "H", "H", "C", "H", "O", "O", "P", "H"], "coordinates": [[2.981, 1.493, 2.752], [0.581, 6.587, 1.717], [2.678, 2.362, 1.620], [1.977, -0.251, -2.544], [2.605, -1.422, -4.252], [3.521, 0.651, 2.325], [4.098, 1.588, 4.571], [-3.637, 3.078, -3.142], [1.865, -0.065, 0.275], [0.295, -2.029, -4.565], [1.049, 4.052, 2.365], [0.429, -1.013, -4.196], [-4.569, 3.467, -3.548], [1.112, 3.340, -0.982], [-0.224, 4.733, 2.443], [-1.162, -0.655, -2.672], [3.793, 2.259, 3.767], [0.615, 6.421, 3.478], [-4.608, 1.778, -1.686], [0.033, 6.213, 2.581], [3.214, 3.077, 4.197], [1.915, -0.611, -4.024], [2.175, 0.243, -4.647], [-0.808, 4.515, 1.545], [3.204, -1.825, 0.326], [0.145, 1.792, 1.603], [-1.674, 1.660, -0.660], [4.690, 2.672, 3.306], [-0.914, 6.749, 2.651], [-0.385, -1.978, -0.546], [-4.231, 3.382, -1.071], [2.608, -2.277, -2.023], [0.270, 0.885, -0.320], [-3.293, 2.269, -3.785], [0.376, -2.931, -2.295], [1.930, -1.505, -1.667], [-2.637, 2.064, -1.124], [-0.836, -0.818, -0.137], [-0.755, 4.326, 3.303], [-3.868, 2.579, -1.714], [2.375, -1.160, -0.248], [-0.101, -0.857, -2.778], [-0.086, -0.332, -4.873], [-2.892, 3.871, -3.160], [0.431, -1.943, -1.842], [2.049, 1.112, 3.168], [0.646, 0.310, -2.315], [-0.635, -3.033, -0.011], [1.213, 2.846, 1.347], [2.716, 0.493, -2.261]], "forces_ev_per_angstrom": [[0.0, -0.1, 0.0], [0.0, 0.0, 0.0], [0.0, 0.1, 0.2], [0.0, 0.0, 0.0], [0.0, 0.0, 0.0], [0.0, 0.0, 0.0], [0.0, 0.0, 0.0], [0.0, 0.0, 0.0], [0.3, 0.1, 0.1], [0.0, 0.0, 0.0], [-0.1, 0.1, 0.0], [0.0, 0.0, 0.0], [0.0, 0.0, 0.0], [0.3, 0.2, 0.2], [0.0, 0.0, 0.0], [0.0, 0.0, 0.0], [0.0, 0.0, 0.0], [0.0, 0.0, 0.0], [0.0, 0.0, 0.0], [0.0, 0.0, 0.0], [0.0, 0.0, 0.0], [0.0, 0.0, 0.0], [0.0, 0.0, 0.0], [0.0, 0.0, 0.0], [0.0, 0.0, 0.0], [0.1, -0.1, -0.1], [0.4, 0.1, -0.5], [0.0, 0.0, 0.0], [0.0, 0.0, 0.0], [0.0, 0.1, 0.0], [0.0, 0.0, 0.0], [0.0, 0.0, 0.0], [-0.8, -0.4, -0.7], [0.0, 0.0, 0.0], [0.0, 0.0, 0.0], [0.0, 0.0, 0.0], [-0.2, -0.1, 0.3], [0.1, 0.0, 0.5], [0.0, 0.0, 0.0], [0.0, 0.0, 0.0], [0.0, 0.0, 0.0], [0.0, 0.0, 0.0], [0.0, 0.0, 0.0], [0.0, 0.0, 0.0], [0.1, 0.0, 0.0], [0.0, 0.0, 0.0], [-0.3, 0.0, -0.2], [0.0, 0.0, 0.0], [0.2, 0.0, 0.3], [0.0, 0.0, 0.0]]}

---

[2]
{"formula": "C19H43CeOP3S", "method": "the ωB97M-V functional and the def2-TZVPD basis", "total_charge": 3, "total_energy_ev": -74046.7348, "homo_lumo_gap_ev": [6.65, 3.04], "homo_ha": [-0.5784, -0.5717], "multiplicity": 2, "mol_weight_g_mol": 552.66, "de_lowest_kj_mol": 344.18, "species": ["C", "C", "H", "H", "O", "H", "H", "H", "H", "H", "H", "H", "H", "H", "H", "H", "C", "Ce", "C", "H", "H", "H", "H", "C", "C", "H", "C", "H", "C", "H", "H", "H", "H", "C", "H", "H", "C", "H", "P", "H", "H", "H", "H", "H", "H", "C", "H", "H", "P", "H", "H", "C", "H", "C", "C", "C", "H", "H", "H", "H", "H", "C", "P", "C", "C", "C", "S", "H"], "coordinates": [[-3.979, -1.233, -2.067], [-2.587, 0.715, 3.111], [0.899, 1.823, 2.291], [-2.734, 2.884, 1.136], [0.940, -0.501, 0.610], [-0.172, -4.452, 0.947], [2.125, -0.541, -2.003], [-0.146, -3.427, -2.835], [0.665, 0.186, 2.949], [-1.056, 3.063, 0.556], [-0.071, 1.590, 3.778], [-2.886, -4.890, 1.391], [-3.904, -2.266, -1.698], [-3.445, -1.162, -3.019], [1.838, -1.991, -3.017], [-2.890, 1.669, -2.463], [-0.610, -3.734, 0.269], [-0.956, -0.508, 0.022], [8.379, 2.028, 1.137], [-1.442, 3.393, 2.279], [7.992, 3.171, -0.632], [8.341, 1.989, 2.228], [-3.338, -3.775, 2.672], [-0.283, 0.158, -3.508], [3.072, 0.161, 1.317], [-1.753, -4.524, 2.760], [2.985, 2.404, -0.334], [-4.258, -0.203, 1.430], [-0.815, -2.587, -3.065], [5.010, 0.833, 1.889], [4.965, 2.854, 0.415], [-0.801, -2.404, -4.141], [-5.277, 0.722, 0.298], [4.130, 1.037, 1.266], [7.546, 3.995, 0.991], [-0.822, 1.203, -0.879], [1.890, 1.535, -0.301], [-4.626, 1.560, -2.016], [-3.502, -0.063, -0.893], [0.101, 1.111, -3.108], [0.203, -3.076, -0.044], [-2.238, 1.151, 4.050], [1.774, -2.098, -1.228], [-3.544, 1.174, 2.836], [3.075, -0.723, 1.951], [-1.678, 2.766, 1.413], [-1.318, 0.326, -3.849], [0.994, 1.734, -0.915], [-0.193, -1.163, -2.329], [8.788, 1.166, 0.605], [2.937, 3.275, -0.989], [4.096, 2.156, 0.445], [-5.225, -1.057, 0.214], [0.167, 1.174, 2.820], [-2.534, -4.131, 2.099], [-3.601, 1.536, -1.637], [0.335, -0.163, -4.354], [-3.449, 2.347, -0.919], [-5.032, -0.985, -2.222], [-2.753, -0.369, 3.262], [-1.842, -2.881, -2.768], [1.547, -1.471, -2.111], [-1.368, 1.089, 1.953], [7.941, 3.129, 0.458], [-4.637, -0.154, 0.399], [1.957, 0.390, 0.536], [-1.844, -2.751, 1.158], [-1.085, -4.215, -0.594]], "forces_ev_per_angstrom": [[-1.1, -1.2, -1.4], [-1.5, -0.7, 1.8], [-0.6, -0.2, 0.4], [0.3, 0.1, 0.2], [5.1, 1.8, 0.5], [0.0, -0.2, 0.2], [-0.2, -0.3, -0.2], [-0.2, 0.1, -0.2], [-0.6, 0.7, 0.1], [-0.2, -0.2, 0.4], [0.3, 0.4, 0.7], [0.1, 0.2, 0.2], [-0.1, 0.3, 0.0], [-0.1, 0.1, 0.1], [0.6, -0.1, -0.1], [-0.2, -0.1, 0.2], [-0.1, 0.4, -0.6], [-2.8, -3.1, 0.3], [-0.8, 1.3, -0.9], [-0.2, 0.3, -0.2], [0.0, 0.1, 0.3], [0.1, 0.0, -0.3], [-1.2, 0.5, 0.8], [0.1, 0.7, -1.0], [1.6, -0.3, 1.0], [-0.2, 0.1, -0.2], [-2.4, -0.2, -1.1], [0.0, 0.0, -0.6], [-1.0, -2.3, -0.9], [-0.3, 0.2, -0.3], [-0.7, -0.7, 0.1], [-0.1, -0.4, -0.2], [-0.4, -0.1, 0.3], [0.4, -1.8, 1.4], [0.2, -0.2, -0.2], [-0.1, 0.5, -0.3], [0.7, 1.6, -0.9], [0.0, 0.6, -0.3], [3.1, 0.9, 0.2], [-0.1, -0.5, -0.1], [0.1, -0.1, -0.2], [-0.4, -0.1, 0.2], [-0.1, 0.2, -0.6], [0.2, 0.0, 0.2], [0.2, 0.2, -0.1], [-0.1, 0.9, 0.2], [0.4, -0.1, 0.1], [0.6, -0.2, 0.5], [0.7, 1.6, -1.1], [-0.1, 0.3, 0.2], [0.1, -0.2, 0.2], [1.6, 1.4, -0.1], [-0.3, 0.1, 0.3], [1.8, -0.5, 0.2], [0.7, -0.6, -0.5], [-0.7, 0.6, -0.7], [-0.2, 0.3, -0.2], [-0.1, -0.2, -0.1], [-0.2, -0.5, -0.5], [0.2, 0.5, 0.0], [0.6, 0.3, -0.2], [1.0, -0.2, 0.4], [0.0, 2.5, -0.3], [0.4, -1.5, 0.9], [-1.8, -0.2, 1.5], [-1.7, -1.3, -0.2], [-0.4, -1.6, 0.7], [0.3, 0.0, 0.3]]}

---

[3]
{"formula": "C4H6N2O", "method": "the ωB97M-V functional and the def2-TZVPD basis", "total_charge": 0, "total_energy_ev": -9266.2181, "homo_lumo_gap_ev": [7.95, 7.95], "homo_ha": [-0.3315, -0.3316], "multiplicity": 1, "mol_weight_g_mol": 98.10, "de_lowest_kj_mol": 702.77, "species": ["H", "C", "H", "N", "H", "H", "N", "C", "O", "C", "H", "H", "C"], "coordinates": [[-0.608, -0.153, -2.978], [-1.235, 1.017, -1.345], [2.031, -1.010, 2.601], [0.299, -0.629, -1.189], [1.472, -0.621, 0.630], [-1.982, 1.629, -1.811], [-0.571, 0.035, -1.987], [1.260, -0.906, 1.787], [0.271, 0.024, 2.037], [-0.801, 1.000, -0.054], [0.900, -1.903, 1.530], [-1.130, 1.547, 0.789], [0.095, -0.032, -0.011]], "forces_ev_per_angstrom": [[0.2, -0.2, 0.3], [0.0, 0.2, -0.1], [-0.4, 0.3, -0.9], [-0.1, -0.1, 1.3], [1.8, -0.5, 1.5], [0.0, 0.0, -0.3], [0.2, 0.0, 0.0], [0.3, -0.4, -1.2], [-0.2, -0.3, -2.1], [-0.7, 0.5, 0.2], [-0.1, -0.3, 0.4], [-0.2, 0.5, 0.3], [-0.8, 0.2, 0.6]]}

---

[4]
{"formula": "C41H42CdN5O3SSi", "method": "the ωB97M-V functional and the def2-TZVPD basis", "total_charge": -1, "total_energy_ev": -80070.6355, "homo_lumo_gap_ev": 5.98, "homo_ha": -0.1351, "multiplicity": 1, "mol_weight_g_mol": 825.38, "de_lowest_kj_mol": 0.00, "species": ["C", "C", "C", "H", "C", "H", "H", "N", "H", "O", "H", "C", "H", "H", "C", "H", "C", "C", "C", "C", "C", "C", "H", "C", "H", "H", "H", "N", "H", "C", "C", "H", "C", "H", "C", "C", "H", "H", "C", "C", "O", "N", "H", "H", "C", "C", "C", "C", "H", "H", "C", "C", "C", "N", "H", "C", "H", "H", "H", "H", "H", "H", "C", "H", "H", "H", "C", "N", "Si", "C", "H", "Cd", "C", "O", "H", "H", "H", "C", "C", "C", "C", "H", "H", "S", "H", "H", "H", "C", "C", "H", "H", "C", "C", "C"], "coordinates": [[0.114, 1.035, 2.514], [4.001, -1.013, 1.512], [5.199, -0.515, 2.012], [5.687, -1.013, 2.844], [-5.122, -0.286, 1.241], [-3.236, -1.815, 0.239], [-5.237, 1.179, -0.260], [-2.272, 0.055, 0.637], [-1.478, -1.685, -0.064], [0.538, -0.288, -0.295], [0.364, -4.670, -0.768], [-2.725, -0.806, -1.591], [3.663, -3.459, 0.486], [-2.667, -1.717, -2.200], [0.577, -3.631, -1.047], [-4.837, 5.655, 2.529], [1.579, -3.015, -0.061], [-0.212, 0.792, -5.291], [2.535, -1.274, -2.289], [-2.831, 1.603, 1.878], [0.596, 1.589, -6.057], [4.386, -1.591, -3.835], [1.444, -1.653, -5.495], [0.763, 3.137, -4.220], [2.781, 1.692, 2.763], [-1.045, -1.762, 3.734], [1.121, 4.063, -3.786], [-1.845, 0.230, -2.087], [-5.916, 2.568, 5.317], [-3.792, 2.405, 2.672], [1.008, -3.167, 1.353], [4.611, -1.326, -1.730], [-3.885, 3.759, 2.144], [-3.752, -0.433, -1.656], [3.368, -0.438, 0.409], [-0.470, -0.882, 3.522], [-5.078, -1.649, 2.904], [-2.018, 2.285, 1.668], [0.745, -0.544, 3.977], [2.248, 1.450, 3.678], [-0.290, 2.732, -2.182], [1.088, 0.645, 3.376], [3.877, -1.850, -5.906], [1.707, -2.809, 2.112], [-0.563, 1.114, -3.964], [-4.753, 4.631, 2.875], [-5.461, 4.200, 3.974], [5.148, 1.224, 0.366], [1.936, 2.386, 4.145], [-6.113, 4.896, 4.494], [-4.605, 0.673, 0.461], [-4.516, 2.005, 3.783], [3.904, -1.391, -2.549], [-3.260, 1.131, 0.472], [-6.161, -0.555, 1.085], [1.671, -1.369, -3.380], [-0.600, -0.131, -5.712], [0.982, -3.633, -2.060], [1.400, -1.050, 4.663], [0.780, -4.218, 1.571], [-0.368, -3.079, -1.064], [0.087, -2.590, 1.465], [-1.404, 0.164, -3.284], [5.586, 2.109, -0.081], [2.695, -4.879, 0.059], [1.716, 3.431, -6.098], [1.082, 2.784, -5.502], [-0.902, 0.118, 2.660], [1.838, -1.143, -0.510], [-2.256, 0.183, 2.107], [6.731, 0.976, 1.803], [-0.867, 1.537, -0.581], [2.141, -1.576, -4.669], [-3.240, 4.108, 1.116], [3.265, -3.772, -1.200], [0.605, -1.273, -3.211], [0.864, 1.304, -7.066], [-4.456, -0.959, 2.345], [-5.357, 2.890, 4.446], [3.960, 0.710, -0.131], [2.880, -3.823, -0.180], [-2.891, -1.255, 3.691], [3.560, -1.878, 1.993], [0.345, 2.394, 1.528], [3.478, 1.197, -0.973], [-4.417, 0.993, 4.158], [-1.695, -0.703, -3.897], [-2.434, -1.165, -0.126], [-3.211, -0.751, 2.790], [5.453, -1.675, -4.007], [2.899, 0.893, 4.345], [-0.054, 2.323, -3.378], [5.786, 0.599, 1.430], [3.504, -1.688, -4.902]], "forces_ev_per_angstrom": [[0.1, -0.1, 0.1], [0.0, 0.0, 0.0], [0.0, 0.0, 0.0], [0.0, 0.0, 0.0], [0.0, 0.0, -0.2], [0.0, 0.0, 0.0], [0.0, 0.0, 0.0], [-0.2, -0.1, 0.1], [0.0, 0.1, 0.1], [-0.3, 0.0, -0.2], [0.0, 0.0, 0.0], [0.0, 0.0, 0.1], [0.0, 0.0, 0.0], [0.0, 0.0, 0.0], [0.0, 0.2, 0.0], [0.0, 0.0, 0.0], [0.1, 0.0, 0.1], [-0.1, 0.0, 0.1], [-0.1, 0.1, 0.1], [-0.1, 0.3, 0.0], [0.1, 0.0, -0.2], [0.0, 0.0, 0.0], [0.0, 0.0, 0.0], [0.0, 0.0, 0.1], [0.1, -0.1, -0.1], [0.0, 0.0, 0.0], [0.0, 0.0, 0.0], [-0.2, -0.3, -0.5], [0.0, 0.0, 0.0], [0.1, 0.0, -0.2], [0.0, 0.1, -0.1], [0.0, 0.0, 0.0], [0.0, -0.2, 0.0], [0.0, 0.0, 0.0], [-0.1, -0.1, 0.1], [0.0, 0.0, 0.2], [0.1, 0.0, 0.0], [0.1, 0.0, 0.0], [0.0, 0.0, 0.1], [0.2, 0.1, -0.1], [0.2, 0.4, -0.7], [-0.3, -0.1, -0.2], [0.0, 0.0, 0.0], [-0.1, 0.0, 0.0], [0.2, 0.3, -0.1], [-0.1, 0.1, 0.1], [0.0, 0.0, -0.1], [0.0, 0.1, 0.0], [0.0, 0.0, 0.0], [0.0, 0.0, 0.0], [-0.2, -0.2, 0.1], [0.0, 0.0, 0.1], [0.0, 0.0, 0.0], [-0.3, 0.1, 0.1], [0.0, 0.1, 0.0], [0.0, 0.0, 0.0], [0.0, 0.0, 0.0], [0.0, 0.0, 0.0], [0.0, 0.0, 0.0], [0.0, 0.0, 0.0], [0.1, -0.1, 0.0], [0.0, 0.0, 0.0], [-0.3, -0.1, 0.1], [0.0, 0.0, 0.0], [0.0, 0.0, 0.0], [0.0, 0.0, 0.0], [-0.1, -0.1, 0.0], [0.2, 0.0, 0.1], [0.5, -0.4, 0.0], [-0.2, 0.3, -0.2], [0.0, 0.0, 0.0], [0.8, -0.3, 0.8], [0.0, -0.1, -0.1], [-0.1, 0.0, 0.1], [0.0, 0.0, 0.0], [0.0, -0.1, 0.0], [0.0, 0.0, 0.0], [0.2, 0.0, 0.1], [0.0, -0.2, 0.2], [-0.1, 0.0, 0.1], [-0.1, 0.1, 0.0], [-0.1, 0.0, 0.0], [0.1, 0.0, 0.0], [-0.2, 0.2, 0.2], [0.1, 0.0, 0.0], [0.0, 0.1, 0.0], [0.0, 0.0, 0.0], [0.0, 0.0, -0.2], [-0.1, -0.3, -0.1], [0.0, 0.0, 0.0], [0.0, -0.1, 0.0], [-0.1, -0.1, -0.2], [0.0, 0.0, 0.1], [0.0, 0.0, 0.0]]}